C6H11BNO2P | wB97M-V/def2-TZVPD

The geometry in XYZ format:
```
22
Properties=species:S:1:pos:R:3
B -1.5746 -0.4363 0.0518
N 1.4816 -0.6685 -0.1907
H -4.2271 -0.1271 -0.5266
H -4.0002 -0.0001 1.2273
C 1.8517 -0.1261 1.0142
H -0.3341 2.2970 0.6639
C -3.9530 -0.6806 0.3754
C 2.6185 -0.7456 -0.9742
H -4.6366 -1.5145 0.5211
O -1.6989 0.9011 0.0377
H 4.6775 -0.1232 -0.6264
P -0.0067 -1.5968 -0.4055
C -0.7072 1.8544 -0.2638
H 3.7513 0.6325 1.7703
H -1.1708 2.6325 -0.8710
H 0.1294 1.4170 -0.8122
C 3.1810 0.1739 0.9854
C 3.6668 -0.2221 -0.2806
H -0.0986 -1.2974 -1.7749
O -2.6483 -1.2161 0.2377
H 1.1306 0.0155 1.7988
H 2.5677 -1.1693 -1.9575
```

The value obtained for the relative energy (zero: lowest compared OMol25 entry of this formula, charge and spin) is 0.0 kcal/mol. The calculation puts the HOMO energy at -8.31 eV. Its electronic energy is -806.7169 a.u. The LUMO energy is 0.584 eV. The SMILES is COB(OC)Pn1cccc1. Its spin multiplicity is 1. For the maximum force, the calculation gives 1.23 eV Å⁻¹.

---

C6H11BO | wB97M-V/def2-TZVPD

The geometry in XYZ format:
```
19
Properties=species:S:1:pos:R:3
H 0.2469 -2.0198 -1.7068
H 0.2225 -3.0606 1.0895
C -1.0502 -0.8909 -0.4019
C -0.3721 -2.2362 -0.7451
H -1.1199 -2.9184 -0.9336
H 2.1586 -1.0726 0.0291
H -1.9684 -1.1336 0.0936
H 1.6623 -1.2612 1.8846
H -1.3450 -0.4034 -1.3192
C 0.1097 2.9593 0.8192
C -0.4819 3.7293 -0.2511
H -0.8209 3.1487 -1.1116
O 0.6539 3.3397 1.8261
H 0.0538 4.6157 -0.6674
B 0.1212 -0.0972 0.4385
H -1.4974 4.2201 -0.0806
C 0.6901 -2.5666 0.2909
C 1.2710 -1.1961 0.7677
H 1.4658 -3.1561 -0.0219
```

The value obtained for the relative energy (zero: lowest compared OMol25 entry of this formula, charge and spin) is 0.9 kcal/mol. The calculation puts the HOMO energy (spin up / spin down) at -6.56 / -10.53 eV. Its electronic energy is -335.0933 a.u. The LUMO energy (spin up / spin down) is 0.651 / -0.611 eV. Its spin multiplicity is 3. For the maximum force, the calculation gives 4.49 eV Å⁻¹.

---

C6H11BrHfN2 | wB97M-V/def2-TZVPD

The geometry in XYZ format:
```
21
Properties=species:S:1:pos:R:3
C 0.9979 -0.8316 -0.1273
H -1.5970 -2.0503 -1.7274
H 3.0707 0.1393 -0.4021
C -0.0006 1.0807 -0.2662
H -0.8048 1.8128 -0.3174
H 1.4720 3.1622 -1.5423
H -3.1620 -1.4286 -1.2226
C -2.1104 -1.1677 -1.3463
H -1.4933 -1.8017 0.6620
C 1.9876 0.2038 -0.3455
H -2.0210 -0.2780 -1.9670
H 1.6919 3.3291 0.2367
Hf -0.3637 -2.5202 5.8710
H 1.0624 -1.8752 0.1560
H -2.1438 -0.2070 0.6929
H 2.9739 2.6152 -0.6947
N 1.3312 1.3522 -0.3891
N -0.2005 -0.2606 -0.0856
C 1.8914 2.7136 -0.6430
C -1.5634 -0.8851 0.0634
Br -1.0184 -3.1028 3.3945
```

The value obtained for the relative energy (zero: lowest compared OMol25 entry of this formula, charge and spin) is 0.0 kcal/mol. Its net charge is +4. The calculation puts the HOMO energy at -22.48 eV. Its electronic energy is -2964.7293 a.u. The LUMO energy is -20.363 eV. Its spin multiplicity is 1. For the maximum force, the calculation gives 4.10 eV Å⁻¹.

---

C6H11BrO3 | wB97M-V/def2-TZVPD

The geometry in XYZ format:
```
21
Properties=species:S:1:pos:R:3
C -2.2040 -0.5135 1.0761
O -2.1974 -2.3245 -0.4871
H -2.4365 -0.6003 2.0892
H 0.2397 1.6903 -2.8819
O 0.7201 -0.5919 0.7992
C 1.0079 0.5079 -1.3391
H 0.9147 -1.5297 -1.6981
H -1.2100 0.0471 0.9982
C 0.8146 0.5296 -0.0450
H 0.5044 1.3883 1.7449
H -0.0950 2.5278 0.2324
O 1.0632 -0.6159 -2.1043
C 0.6920 1.8207 0.7011
H 1.1989 2.7727 -1.8128
Br -0.8801 -2.9008 1.9053
H -2.9614 0.0064 0.4892
C -1.9082 -1.8308 0.5339
C 1.0559 1.7452 -2.2203
H 1.5308 -0.5107 1.4655
H 1.7049 2.3116 0.8268
H 2.0116 1.5060 -2.7311
```

The value obtained for the relative energy (zero: lowest compared OMol25 entry of this formula, charge and spin) is 59.4 kcal/mol. The calculation puts the HOMO energy at -8.52 eV. Its electronic energy is -3034.8894 a.u. The LUMO energy is 0.427 eV. The SMILES is C/C(O)=C(\C)O.CC(=O)Br. Its spin multiplicity is 1. For the maximum force, the calculation gives 3.34 eV Å⁻¹.

---

C6H11BrOSi | wB97M-V/def2-TZVPD

The geometry in XYZ format:
```
20
Properties=species:S:1:pos:R:3
C 0.0237 -1.0558 2.1308
H 2.3147 -0.9705 -1.1843
C -2.6090 0.3831 -0.9711
C -0.3075 -2.3355 2.1476
H 2.2664 3.4141 0.6475
Br 0.5022 -2.6189 -1.6684
H 0.5770 -0.5124 2.8400
H -2.9644 1.2443 -1.4930
H 1.3677 -0.5859 -2.6592
H -2.6781 0.5389 0.1283
Si 0.1722 0.3065 -0.6125
H -0.9237 -2.5526 1.2195
C 1.3333 -0.7991 -1.6139
H 0.1047 2.6313 0.5487
H -3.2505 -0.4367 -1.2497
C 0.8266 1.9774 -0.0464
C 2.0443 2.4348 0.1117
O -1.2705 -0.0021 -1.2792
H -0.4247 -2.9042 3.1024
H 2.8958 1.8436 -0.0988
```

The value obtained for the relative energy (zero: lowest compared OMol25 entry of this formula, charge and spin) is 126.9 kcal/mol. The calculation puts the HOMO energy (spin up / spin down) at -7.35 / -7.36 eV. Its electronic energy is -3173.8025 a.u. The LUMO energy (spin up / spin down) is 0.037 / 0.037 eV. Its spin multiplicity is 1. For the maximum force, the calculation gives 3.06 eV Å⁻¹.

---

C6H11Cl13 | wB97M-V/def2-TZVPD

The geometry in XYZ format:
```
30
Properties=species:S:1:pos:R:3
C 5.4559 1.4824 0.7969
Cl -1.9798 2.0407 1.6490
H -0.5342 -0.7648 -5.3956
H 0.3676 -1.1520 3.0338
H 0.5201 -0.2886 -4.1067
C 0.7611 0.0671 0.1189
Cl -4.7585 0.3115 -1.9060
Cl 1.0971 -1.6534 0.2820
H -4.1979 1.5742 2.3745
H 4.4645 1.0955 1.0032
H 5.9370 0.9240 0.0040
H -0.2891 0.2892 0.2600
Cl 0.5957 -1.5779 5.3702
Cl 0.5887 1.1823 -5.9093
C -3.4762 1.0603 1.7520
C -3.9406 -1.2205 -1.6976
Cl -2.3425 -1.0359 -0.9062
Cl 6.4463 1.3713 2.2455
Cl 5.1308 3.1807 0.3401
Cl 2.7039 -1.6020 3.3557
H 0.7427 -2.8624 3.4080
C 0.9483 -1.8264 3.6477
Cl -3.1673 -0.5581 2.3859
H -3.8636 0.9381 0.7471
H -4.5587 -1.9096 -1.1353
Cl 1.2941 0.6007 -1.4890
Cl 1.6327 1.0703 1.3337
Cl -1.6641 0.7978 -4.0852
H -3.6965 -1.6269 -2.6726
C -0.2175 0.0922 -4.8049
```

The value obtained for the relative energy (zero: lowest compared OMol25 entry of this formula, charge and spin) is 6.4 kcal/mol. The calculation puts the HOMO energy at -10.81 eV. Its electronic energy is -6217.6861 a.u. The LUMO energy is 0.271 eV. The SMILES is ClC(Cl)Cl.ClCCl.ClCCl.ClCCl.ClCCl.ClCCl. Its spin multiplicity is 1. For the maximum force, the calculation gives 1.14 eV Å⁻¹.

---

C6H11Cl3 | wB97M-V/def2-TZVPD

The geometry in XYZ format:
```
20
Properties=species:S:1:pos:R:3
H -1.0275 -1.0880 1.5054
Cl -4.4853 -1.2336 1.0593
H 0.7389 -1.1510 1.4839
C 1.0604 -0.0511 -1.0575
H -1.8498 -0.7766 -1.1644
C -0.1528 -1.1291 0.8603
H 1.0920 0.7997 -1.7344
C 0.0535 1.3839 0.7275
H 1.9907 -0.0885 -0.4957
H -1.7514 1.0608 -1.2367
C -0.1300 0.0892 -0.0697
C -1.3495 0.1304 -0.8850
Cl -4.7938 1.5964 0.5567
H 0.9641 -0.9606 -1.6441
Cl -5.7525 -0.3306 -1.3824
H -0.7315 1.4866 1.4744
H 1.0140 1.3803 1.2374
C -4.6061 0.0158 -0.1324
H 0.0152 2.2478 0.0680
H -0.1931 -2.0513 0.2848
```

The calculation puts the HOMO energy (spin up / spin down) at -7.84 / -11.33 eV. Its electronic energy is -1615.6592 a.u. The LUMO energy (spin up / spin down) is 0.602 / -1.251 eV. Its spin multiplicity is 3. For the maximum force, the calculation gives 1.31 eV Å⁻¹.

---

C6H11Cl3Si | wB97M-V/def2-TZVPD

The geometry in XYZ format:
```
21
Properties=species:S:1:pos:R:3
C -0.9497 -1.3622 0.7294
Cl -4.2386 -1.2095 -0.7295
H 0.4924 -0.7311 -1.2299
C -1.1533 -0.1649 -0.1848
H 1.9186 1.9024 -1.7582
H 2.8768 3.0190 1.9862
H 0.0639 -1.6953 0.9556
H 4.0912 1.7119 2.2222
Cl -3.8051 1.1011 1.5899
C 2.6366 1.8192 0.3863
H -1.5100 -2.2835 0.3515
H -0.6662 0.0994 -2.4110
C -0.5194 -0.6260 -1.6318
Si -3.0150 0.3571 -0.2552
C 2.3012 1.7825 -0.7608
H -1.2560 -1.2594 1.8675
H 2.3376 1.4807 2.2401
H -1.0270 -1.5536 -1.8932
C 3.0896 1.9848 1.7687
H -0.5173 0.5933 0.3450
Cl -3.0981 1.9248 -1.4459
```

The value obtained for the relative energy (zero: lowest compared OMol25 entry of this formula, charge and spin) is 40.6 kcal/mol. The calculation puts the HOMO energy at -10.22 eV. Its electronic energy is -1905.3388 a.u. The LUMO energy is 0.549 eV. The SMILES is CC(C)[Si](Cl)(Cl)Cl.C#CC. Its spin multiplicity is 1. For the maximum force, the calculation gives 3.76 eV Å⁻¹.

---

C6H11Cl4N2 | wB97M-V/def2-TZVPD

The geometry in XYZ format:
```
23
Properties=species:S:1:pos:R:3
C -1.8041 0.5183 -1.1566
Cl -2.7038 2.5124 0.7242
H 2.4790 -0.1483 1.5251
H -0.4860 -0.6191 -2.2543
Cl 0.5943 2.2398 0.0768
H 1.7938 0.1227 -1.3706
N 2.4417 0.3017 0.5948
H 0.6078 -1.8720 1.5106
H -2.7759 0.3040 -1.5069
H -0.7557 -2.2370 0.7665
C -0.8588 -0.6262 -1.2568
H 3.3422 0.5071 0.3275
C 0.1795 -0.6578 -0.0902
H 2.1588 -1.3789 -0.6572
Cl -2.6941 -0.3701 1.2262
N 0.1281 -1.7867 0.6928
C -0.3853 0.9455 0.7675
H -1.4737 1.3174 -1.8967
C 1.5964 -0.4592 -0.4618
C -1.8830 0.8553 0.3359
Cl 0.0218 0.8620 2.4770
H -1.4286 -1.5425 -1.1109
H 1.9058 1.2114 0.7369
```

The value obtained for the relative energy (zero: lowest compared OMol25 entry of this formula, charge and spin) is 6.6 kcal/mol. Its net charge is +1. The calculation puts the HOMO energy at -12.93 eV. Its electronic energy is -2185.2100 a.u. The LUMO energy is -3.272 eV. Its spin multiplicity is 1. For the maximum force, the calculation gives 3.98 eV Å⁻¹.

---

C6H11ClN | wB97M-V/def2-TZVPD

The geometry in XYZ format:
```
19
Properties=species:S:1:pos:R:3
N 1.3303 0.4846 -0.6807
H -0.0499 -0.8121 -1.3129
H 3.6494 1.9912 0.5900
C 3.4850 1.0517 0.0738
H -3.6869 -1.7385 0.8563
H -0.8294 0.7263 1.1938
H -0.2980 -0.8637 0.8171
C -2.8670 -1.6581 0.0541
C 2.1032 0.7101 0.2848
C -0.8740 -0.0310 0.5087
H -0.5403 0.8512 -1.5719
H -2.1861 -2.3585 0.2820
H -3.2454 -1.8591 -0.9322
Cl -3.1999 1.0221 -0.2456
H 1.6490 0.9078 1.3099
C -2.2650 -0.3118 0.2368
H 3.5744 1.3217 -0.9190
H 4.2155 0.3337 0.3451
C 0.0350 0.2322 -0.8899
```

The value obtained for the relative energy (zero: lowest compared OMol25 entry of this formula, charge and spin) is 49.6 kcal/mol. Its net charge is +1. The calculation puts the HOMO energy (spin up / spin down) at -13.31 / -13.31 eV. Its electronic energy is -749.7975 a.u. The LUMO energy (spin up / spin down) is -6.180 / -6.181 eV. Its spin multiplicity is 1. For the maximum force, the calculation gives 3.79 eV Å⁻¹.

---

C6H11ClN2 | wB97M-V/def2-TZVPD

The geometry in XYZ format:
```
20
Properties=species:S:1:pos:R:3
H 1.9979 -2.5680 0.1424
C 2.1243 -1.6783 -0.3920
C -1.1316 -0.2420 1.9495
H -2.0366 2.1222 0.1175
C 0.8815 -0.9582 -0.6054
H -0.1150 -0.6040 2.1066
H 0.9508 0.5030 -2.1008
C 0.7526 0.4435 -1.0512
H 1.4033 1.2183 -0.5511
H -1.7760 -1.0603 2.3705
N -0.2146 -1.5270 -0.2744
H 2.9788 -1.1901 0.1648
H -0.1325 2.5095 0.3789
H 2.4728 -1.9867 -1.3701
N -0.6846 0.7371 -0.7105
C -0.9880 2.1334 -0.3820
C -1.1735 -0.4395 -0.1154
H -1.5157 0.7728 2.0843
H -0.9496 2.7129 -1.2670
Cl -2.8442 -0.8985 -0.4949
```

The value obtained for the relative energy (zero: lowest compared OMol25 entry of this formula, charge and spin) is 53.1 kcal/mol. The calculation puts the HOMO energy at -7.97 eV. Its electronic energy is -804.8171 a.u. The LUMO energy is 0.772 eV. Its spin multiplicity is 1. For the maximum force, the calculation gives 3.96 eV Å⁻¹.

---

C6H11ClN2Si | wB97M-V/def2-TZVPD

The geometry in XYZ format:
```
21
Properties=species:S:1:pos:R:3
H 1.4210 2.8914 -0.6989
C -0.5728 -1.2351 -0.4658
H -3.4598 0.7060 1.6391
H 0.3765 1.9107 -1.7153
N -2.1909 -0.4525 0.8409
H -2.7529 -2.0001 -0.4411
H 2.0656 1.7540 -1.9861
H 3.0142 -0.8767 -1.4837
H -4.1446 -0.9721 1.4049
H 2.3244 -1.7187 -0.2278
C -1.0826 0.2136 1.1151
N -0.0279 -0.2344 0.2545
Si 1.4759 0.5598 0.0620
H 3.6939 -0.7132 0.2266
Cl 1.9414 1.1446 1.9013
H -0.9146 1.1651 1.4485
C 2.7215 -0.8104 -0.3745
C -1.8732 -1.4450 -0.1210
C -3.4451 -0.1441 1.0846
C 1.3562 1.9369 -1.2673
H 0.0739 -1.6797 -1.1958
```

The calculation puts the HOMO energy (spin up / spin down) at -6.17 / -6.17 eV. Its electronic energy is -1094.3826 a.u. The LUMO energy (spin up / spin down) is 0.622 / 0.622 eV. Its spin multiplicity is 1. For the maximum force, the calculation gives 4.77 eV Å⁻¹.